1.
60
Properties=species:S:1:pos:R:3:forces:R:3:nbo_charge:R:1 method="wB97M-V/def2-TZVPD" energy_ev=-182296.36973 homo_lumo_gap_ev="8.198 / 7.463" spin_multiplicity=2 homo_ha="-0.291 / -0.291"
Cu -1.1092 0.0041 -0.6246 0.068 0.075 -0.536 1.236
I -2.8811 -0.3843 1.4014 -0.151 -0.139 -0.136 0.229
C -2.8889 -2.3830 0.7577 -0.008 0.113 0.149 -0.105
C -3.7943 -3.2215 1.3390 0.027 -0.036 -0.012 -0.260
C -3.8221 -4.5817 0.9676 -0.019 0.011 0.011 -0.207
C -2.9275 -5.0514 0.0548 0.006 0.002 -0.003 -0.207
C -1.9709 -4.1922 -0.5408 0.005 0.060 0.029 0.026
C -1.0187 -4.7084 -1.4513 0.006 -0.028 -0.020 -0.218
C -0.0925 -3.8846 -2.0127 0.041 0.034 -0.002 -0.213
C -0.0996 -2.5036 -1.7122 -0.033 0.024 0.013 -0.275
C -0.9932 -1.9282 -0.8441 -0.272 -0.131 0.224 -0.372
C -1.9442 -2.8027 -0.2189 0.117 -0.128 -0.040 -0.178
H -4.4827 -2.8523 2.0865 -0.014 0.001 -0.008 0.225
H -4.5499 -5.2417 1.4209 0.004 -0.005 0.004 0.218
H -2.9287 -6.0971 -0.2286 0.011 -0.005 0.002 0.212
H -1.0385 -5.7661 -1.6851 -0.005 -0.005 0.015 0.208
H 0.6498 -4.2823 -2.6943 -0.007 0.009 -0.013 0.211
H 0.6499 -1.8874 -2.1949 0.068 0.018 0.007 0.189
O 1.2116 4.9718 -0.4544 0.006 -0.039 -0.002 -0.701
C -0.1098 5.2029 -0.3802 -0.026 -0.023 0.012 0.433
C -0.5250 6.5346 -0.3271 0.000 0.000 0.007 -0.305
C -1.8655 6.8479 -0.2393 0.001 -0.008 -0.003 -0.170
C -2.8286 5.8418 -0.2068 0.005 0.007 0.002 -0.270
C -2.4243 4.5242 -0.2716 -0.002 0.029 -0.016 -0.142
C -1.0736 4.1786 -0.3595 0.016 0.003 -0.029 -0.253
C -0.7246 2.7396 -0.4421 -0.041 0.044 0.049 0.615
O -1.6745 1.8921 -0.5445 0.113 0.066 0.115 -0.819
N 0.5561 2.4310 -0.4006 0.047 0.020 -0.121 -0.531
N 0.7916 1.0606 -0.4775 0.100 -0.023 0.096 -0.438
C 2.0272 0.7652 -0.3454 0.049 0.083 0.114 -0.074
S 2.6177 -0.8839 -0.3704 0.073 -0.066 -0.201 0.308
C 4.2089 -0.4800 0.3921 0.022 -0.006 -0.082 -0.534
C 4.6534 0.8641 -0.1442 -0.003 0.039 -0.069 -0.542
S 3.2471 2.0046 -0.0540 -0.041 -0.058 0.035 0.295
H 1.3348 3.9920 -0.4604 -0.017 0.037 0.000 0.507
H 0.2348 7.3042 -0.3531 0.002 0.002 0.003 0.221
H -2.1664 7.8872 -0.1954 -0.001 0.003 0.003 0.211
H -3.8788 6.0891 -0.1337 -0.005 -0.002 -0.004 0.212
H -3.1490 3.7214 -0.2584 0.007 -0.003 0.003 0.229
H 4.9025 -1.2756 0.1217 0.024 0.000 0.010 0.239
H 4.0859 -0.4588 1.4746 0.070 0.020 -0.156 0.227
H 4.9836 0.7857 -1.1793 0.023 -0.007 0.005 0.223
H 5.4568 1.2893 0.4564 0.011 -0.004 -0.001 0.237
Br 2.0963 -4.7242 2.9063 0.000 0.011 0.001 0.069
C 1.8292 -2.8556 2.8117 0.029 -0.040 -0.024 -0.119
C 2.7432 -1.9840 3.3729 -0.028 -0.004 0.049 -0.213
C 2.4953 -0.6249 3.2576 -0.114 -0.023 0.104 -0.255
C 1.3568 -0.2112 2.5833 -0.084 0.010 0.083 0.027
N 0.4778 -1.0560 2.0508 0.000 -0.074 0.133 -0.411
C 0.7075 -2.3581 2.1649 -0.036 0.092 -0.004 0.016
H 3.6185 -2.3573 3.8872 0.007 -0.008 -0.003 0.232
H 3.1759 0.1015 3.6814 -0.009 0.015 0.019 0.227
H 1.1418 0.8451 2.4576 0.001 0.008 0.015 0.209
H -0.0145 -3.0307 1.7151 -0.002 -0.004 -0.007 0.214
N -0.1213 0.3795 -3.6938 -0.025 0.064 -0.065 -0.654
N -1.2993 0.3577 -2.8441 -0.048 -0.025 0.305 -0.699
H 0.2578 -0.5618 -3.6541 0.004 0.040 0.000 0.348
H 0.5539 0.9580 -3.1997 0.011 -0.039 0.022 0.353
H -1.9782 -0.2391 -3.3056 0.025 0.008 -0.018 0.373
H -1.6901 1.2959 -2.8591 -0.011 -0.019 -0.066 0.385

***

2.
49
Properties=species:S:1:pos:R:3:forces:R:3:nbo_charge:R:1 method="wB97M-V/def2-TZVPD" energy_ev=-244106.19671 homo_lumo_gap_ev=3.511 homo_ha=-0.479 total_charge=+2
Ca 0.2283 -1.3891 0.6046 1.752 -0.911 1.329 1.852
Ca 3.0515 3.6334 -1.8679 -0.976 -1.389 -0.631 1.936
Ca -0.1784 3.9497 0.8575 0.110 -1.281 -1.356 1.953
As 3.3630 1.3696 1.6688 1.177 -3.254 6.157 2.787
F 2.7378 0.7074 3.2395 0.266 1.119 -2.765 -0.559
F 4.6836 0.1778 1.7282 -1.986 1.528 -1.102 -0.555
F 3.9785 2.1789 0.2528 -0.679 0.353 -1.584 -0.670
F 2.0176 2.6230 1.7004 -0.722 0.485 -0.902 -0.726
F 4.3401 2.4934 2.6572 -1.248 -0.777 -1.643 -0.588
F 2.1619 0.2337 0.7638 1.778 2.124 0.617 -0.661
As -0.6866 4.9965 -3.1825 -4.991 1.693 -5.797 2.777
F 0.1796 6.4602 -2.9592 -0.048 -0.338 0.527 -0.591
F -2.3411 5.8362 -3.3541 3.215 -1.087 0.892 -0.579
F -1.6571 3.5069 -3.3822 2.263 1.166 0.756 -0.566
F 0.9223 4.1691 -2.9885 0.429 -0.328 0.675 -0.720
F -0.9089 4.9116 -1.3911 0.681 -0.612 1.277 -0.720
F -0.4471 5.1843 -5.0283 0.008 -0.886 3.657 -0.570
C 2.3448 -3.1112 1.9093 -1.385 3.223 0.753 0.304
O 2.0854 -2.8232 0.5286 -0.172 -0.041 -2.553 -0.663
O 1.4773 -2.1528 2.5052 -0.106 -2.480 -0.827 -0.980
C 2.3202 -4.6754 2.0827 -2.497 -0.791 1.826 0.928
F 3.4940 -5.1469 1.7250 0.355 -0.258 -0.510 -0.303
F 2.0984 -5.1018 3.3849 0.394 1.083 -1.571 -0.322
F 1.3243 -5.3255 1.3574 1.289 1.125 0.425 -0.341
C 3.1564 -2.8063 -0.4392 1.113 -1.536 1.196 -0.072
C 2.7328 -2.5197 -1.8405 -0.834 1.063 0.505 -0.635
H 1.7253 -2.8928 -2.0241 0.195 -0.561 -0.398 0.212
H 2.6259 -1.4361 -1.8903 0.115 0.176 -0.547 0.187
H 3.4902 -2.8595 -2.5469 -0.344 -0.056 -0.035 0.252
H 3.6267 -3.7875 -0.3742 0.107 -0.056 -0.143 0.198
H 3.9142 -2.0861 -0.1307 0.015 0.152 0.254 0.176
H 3.3674 -2.8041 2.1284 0.357 -0.305 0.097 0.160
N 0.8600 1.2633 -1.5628 -1.123 -2.905 4.420 0.782
O 0.2896 2.0817 -0.8171 -0.937 3.607 1.134 -0.698
O 0.6194 0.0998 -1.2926 -0.376 -0.850 -1.667 -0.465
O 1.7615 1.5809 -2.2692 3.020 1.869 -2.707 -0.544
C -6.0199 0.7234 1.3345 0.211 0.818 -2.056 -0.618
C -5.1222 -0.4820 1.3107 -2.787 -0.432 1.152 0.044
C -5.2740 -1.5805 0.2938 -2.164 -1.017 -0.813 -0.109
O -4.0063 -1.8058 -0.2106 4.723 1.000 0.173 -0.442
C -3.0947 -0.8923 0.3037 -2.023 -0.984 -2.231 1.034
O -1.9019 -0.8117 -0.0979 -3.367 0.026 2.171 -0.762
O -3.8229 -0.0574 1.0806 4.388 0.408 0.154 -0.470
H -5.4798 1.5489 1.7982 -0.289 -0.215 0.689 0.227
H -7.0039 0.5251 1.7594 0.247 0.110 0.053 0.252
H -6.1067 1.0809 0.3085 -0.565 0.077 -0.202 0.214
H -5.3990 -0.8488 2.2991 1.683 -0.718 0.466 0.213
H -5.9022 -1.3879 -0.5759 -0.196 0.612 0.085 0.213
H -5.6256 -2.5513 0.6431 -0.079 0.250 0.601 0.225

***

3.
129
Properties=species:S:1:pos:R:3:forces:R:3:mulliken_charge:R:1 method="wB97M-V/def2-TZVPD" energy_ev=-173852.04362 homo_lumo_gap_ev=5.433 homo_ha=-0.131 total_charge=-1
C -3.6240 0.3732 1.7058 -0.107 0.486 0.298 -0.868
C -2.5966 1.4383 1.3349 0.178 -0.101 -0.474 -0.246
C -1.4090 0.9643 0.4364 -0.644 -0.347 0.422 -0.792
C -1.1096 -0.5389 0.4201 1.412 0.118 -0.364 1.301
C -0.3940 -0.9294 1.7256 -0.670 -0.526 -0.094 -1.144
Al 0.1388 -0.9163 -1.1637 -0.622 0.361 -0.170 0.077
C 0.3536 -2.9465 -1.4378 0.134 0.512 0.432 -0.966
C -0.4509 -3.8524 -0.4894 0.499 -0.543 -0.422 -0.007
C -1.8000 -4.2731 -1.0063 0.019 0.292 0.064 0.832
F -1.8898 -4.3370 -2.3482 -0.072 -0.055 0.048 -0.324
F -2.1616 -5.5241 -0.5726 0.009 -0.051 0.152 -0.266
F -2.7953 -3.4529 -0.5929 -0.002 -0.080 -0.095 -0.255
H -3.1730 -0.5304 2.1124 0.051 -0.100 -0.051 0.003
H -4.2607 0.1192 0.8578 0.080 -0.209 -0.111 0.255
H -4.2889 0.7810 2.4685 -0.127 -0.104 0.044 0.439
H -2.2111 1.9490 2.2172 -0.097 -0.194 0.104 0.064
H -3.1373 2.1979 0.7617 0.015 0.197 0.123 0.283
H -0.5141 1.4543 0.8249 0.118 0.161 -0.224 0.254
H -1.5741 1.3506 -0.5634 0.048 -0.145 -0.074 0.079
H -1.9916 -1.1602 0.2471 -0.207 0.093 0.175 -0.087
H 0.3744 -0.2009 1.9810 0.007 0.134 0.050 0.338
H -1.1133 -1.0189 2.5534 0.218 0.146 0.300 0.190
H 0.1105 -1.9009 1.6573 0.054 -0.049 0.028 0.065
H -0.5718 -0.3053 -2.5048 0.019 -0.128 -0.110 -0.467
H 1.5674 -0.1611 -0.9641 0.224 -0.148 0.100 -0.390
H 1.4094 -3.1805 -1.2748 0.071 -0.028 0.036 0.360
H 0.1605 -3.1918 -2.4806 -0.100 -0.124 -0.051 0.389
H -0.6024 -3.4202 0.4975 -0.156 0.110 0.012 -0.035
H 0.1082 -4.7796 -0.3246 -0.181 -0.191 0.044 0.133
C -5.6607 -2.8326 2.3787 0.063 -0.069 0.034 -0.610
S -7.0841 -1.7536 2.1875 -0.002 0.043 -0.124 0.475
O -6.7091 -0.4320 2.7405 -0.119 0.033 0.125 -0.569
C -8.1158 -2.5503 3.4317 0.026 -0.155 0.058 -0.944
H -4.8792 -2.4675 1.7138 -0.022 0.045 -0.004 -0.077
H -5.3125 -2.7953 3.4112 -0.011 0.050 0.002 0.360
H -5.9380 -3.8501 2.1001 -0.010 0.011 -0.026 0.408
H -7.6023 -2.5348 4.3934 0.029 0.038 -0.018 0.292
H -8.3281 -3.5756 3.1268 -0.011 0.003 -0.007 0.340
H -9.0449 -1.9885 3.5000 0.019 0.037 -0.038 0.325
C 0.0178 5.9979 2.8058 -0.016 0.151 -0.044 -1.013
S -0.3962 4.7495 4.0284 0.242 -0.155 0.142 0.524
O -0.9150 3.5810 3.2758 -0.160 0.119 0.071 -0.571
C -1.8082 5.6344 4.7206 -0.169 0.055 -0.135 -1.043
H 0.8495 5.6140 2.2198 0.030 -0.049 0.064 0.241
H -0.8440 6.1746 2.1609 -0.020 -0.062 0.012 0.408
H 0.3206 6.9137 3.3133 0.046 -0.021 0.010 0.387
H -2.5433 5.8291 3.9385 0.003 -0.025 -0.008 0.315
H -1.4633 6.5688 5.1648 0.030 -0.015 0.007 0.362
H -2.2494 5.0024 5.4888 0.025 -0.034 -0.008 0.310
C 0.6012 5.0340 -1.9532 0.093 0.070 0.023 -0.858
S -1.0756 4.4021 -2.1312 0.035 -0.021 0.002 0.439
O -1.0044 2.9403 -1.9120 -0.039 0.255 -0.144 -0.507
C -1.1610 4.6480 -3.9088 -0.114 0.011 -0.084 -0.916
H 0.8832 4.9215 -0.9077 -0.042 -0.037 0.007 0.232
H 1.2730 4.4541 -2.5854 -0.047 -0.027 -0.019 0.261
H 0.6259 6.0877 -2.2347 -0.006 -0.003 -0.004 0.390
H -0.3534 4.0953 -4.3804 0.027 0.008 0.006 0.163
H -1.0775 5.7089 -4.1460 0.028 -0.002 0.004 0.358
H -2.1227 4.2670 -4.2493 -0.029 -0.010 0.089 0.395
C 3.7060 5.9627 7.2214 -0.173 0.087 0.044 -1.005
S 3.8775 5.1259 5.6333 0.286 -0.282 -0.178 0.458
O 2.6159 5.3192 4.8740 -0.086 0.307 0.134 -0.491
C 3.8160 3.4658 6.3017 -0.109 -0.124 0.147 -0.769
H 3.6783 7.0350 7.0362 0.006 -0.003 -0.028 0.327
H 2.7796 5.6474 7.7027 -0.010 -0.011 -0.021 0.277
H 4.5645 5.7208 7.8478 0.018 -0.010 -0.027 0.371
H 2.8832 3.3397 6.8540 -0.008 0.078 0.002 0.338
H 4.6764 3.3091 6.9534 0.022 0.007 -0.025 0.372
H 3.8599 2.7747 5.4640 0.086 0.062 -0.105 0.170
C 1.2171 3.6039 -7.8955 -0.136 -0.001 -0.170 -0.983
S 2.1709 4.7220 -6.8739 0.091 -0.194 -0.005 0.460
O 1.3436 5.0114 -5.6717 0.049 0.201 -0.048 -0.538
C 2.0404 6.1409 -7.9705 -0.050 0.086 -0.052 -0.997
H 1.1363 2.6591 -7.3624 0.030 0.011 0.036 0.289
H 0.2223 4.0187 -8.0626 0.011 0.060 0.103 0.413
H 1.7393 3.4422 -8.8362 0.056 -0.060 0.037 0.366
H 0.9891 6.3801 -8.1320 -0.010 -0.025 0.031 0.297
H 2.5318 5.9085 -8.9152 0.015 -0.024 0.013 0.382
H 2.5408 6.9802 -7.4917 0.009 -0.022 0.033 0.313
C -5.0665 -5.3657 -1.9462 -0.173 -0.045 0.094 -0.657
S -5.4123 -5.3370 -3.7057 0.074 0.033 -0.025 0.539
O -6.4719 -4.3212 -3.9353 -0.080 -0.058 0.020 -0.641
C -6.2270 -6.9438 -3.7532 -0.020 -0.098 0.022 -0.923
H -4.5914 -4.4285 -1.6760 0.034 0.047 -0.074 -0.040
H -6.0056 -5.4728 -1.4007 -0.030 -0.004 -0.060 0.457
H -4.3931 -6.1918 -1.7228 0.059 0.030 -0.017 0.298
H -7.0800 -6.9393 -3.0741 0.005 0.050 0.002 0.278
H -5.5145 -7.7187 -3.4692 0.009 0.003 -0.011 0.331
H -6.5680 -7.1152 -4.7722 0.015 0.040 -0.013 0.324
C 4.8944 0.9895 -7.3192 0.003 -0.008 0.069 -0.878
S 4.5377 0.9864 -9.0791 0.040 -0.043 0.082 0.408
O 3.5828 2.1023 -9.3215 -0.004 0.033 -0.069 -0.553
C 3.5724 -0.5283 -9.0740 -0.057 -0.063 0.013 -0.918
H 5.4585 1.8925 -7.0961 -0.005 0.016 -0.038 0.302
H 3.9610 0.9897 -6.7565 -0.017 0.005 -0.029 0.271
H 5.4911 0.1123 -7.0698 0.007 0.002 -0.006 0.381
H 2.7319 -0.4220 -8.3885 0.013 0.038 0.009 0.291
H 4.2085 -1.3604 -8.7730 0.010 0.004 -0.005 0.370
H 3.2067 -0.6932 -10.0852 0.020 0.034 -0.016 0.314
C 4.2054 0.8895 1.6694 1.381 2.687 0.098 -0.736
S 5.5729 1.6420 2.5343 -0.708 -0.165 -1.000 0.368
O 4.9858 2.3775 3.7011 0.127 0.127 0.284 -0.581
C 5.9651 2.8913 1.2979 0.386 0.334 0.223 -0.983
H 3.7337 0.0253 2.3606 2.483 4.403 -0.521 0.118
H 3.4473 1.6490 1.4659 0.148 0.185 -0.093 0.285
H 4.5668 0.4490 0.7394 0.003 -0.116 0.041 0.312
H 5.0860 3.5106 1.1229 -0.059 -0.079 0.047 0.257
H 6.2757 2.3975 0.3778 -0.034 -0.051 0.022 0.368
H 6.7813 3.5058 1.6796 0.028 0.063 -0.052 0.330
C -0.4468 -8.3381 1.2694 -0.020 -0.119 -0.005 -1.040
S -0.4025 -6.8598 2.2890 0.008 0.225 0.007 0.707
O 1.0256 -6.6007 2.6107 0.064 -0.088 0.028 -0.673
C -1.1184 -7.6124 3.7584 -0.066 -0.133 0.015 -1.032
H 0.0099 -8.0896 0.3139 -0.011 0.057 0.005 0.306
H 0.1161 -9.1348 1.7566 0.023 0.036 0.024 0.402
H -1.4830 -8.6380 1.1128 -0.006 0.033 -0.022 0.341
H -0.5018 -8.4540 4.0751 0.036 0.020 -0.026 0.329
H -2.1345 -7.9420 3.5397 -0.007 0.025 0.002 0.338
H -1.1391 -6.8542 4.5381 0.015 0.038 -0.031 0.311
C 4.4859 -3.1910 3.0352 0.110 0.102 -0.093 -1.113
S 2.9703 -2.2261 3.0735 -0.453 -0.969 0.465 0.555
O 3.2647 -0.9526 2.3096 -3.296 -6.763 0.719 -0.343
C 3.0581 -1.8035 4.8176 -0.005 0.219 -0.013 -1.087
H 4.6406 -3.5168 2.0089 -0.039 0.006 -0.013 0.341
H 5.3222 -2.5704 3.3584 -0.023 0.026 -0.009 0.332
H 4.3773 -4.0601 3.6832 -0.081 0.012 -0.024 0.407
H 3.9925 -1.2796 5.0209 -0.011 0.015 -0.026 0.345
H 2.9895 -2.7135 5.4127 -0.027 -0.027 -0.078 0.426
H 2.2137 -1.1537 5.0391 -0.013 0.005 -0.034 0.319

***

4.
25
Properties=species:S:1:pos:R:3:forces:R:3:nbo_charge:R:1 method="wB97M-V/def2-TZVPD" smiles=C.C.C.C.C energy_ev=-5508.29968 homo_lumo_gap_ev=13.122 homo_ha=-0.456
C -1.6914 1.2070 -4.9621 -0.012 1.197 -1.108 -0.857
H -1.0262 2.0694 -5.0799 0.066 -0.085 0.672 0.213
H -1.4916 0.6805 -5.8927 -0.167 -0.714 0.284 0.215
H -1.5481 0.6597 -4.0431 0.195 -0.180 -0.029 0.218
H -2.6975 1.6221 -5.0324 -0.082 -0.223 0.175 0.211
C 4.1953 -1.6877 -0.4692 -1.550 1.311 -0.307 -0.861
H 4.2582 -0.9842 0.3622 1.028 -0.588 0.382 0.218
H 4.0004 -2.7157 -0.2166 0.101 -0.205 0.389 0.215
H 3.2633 -1.2436 -0.8603 0.154 -0.651 -0.605 0.212
H 4.9641 -1.5947 -1.2235 0.265 0.133 0.142 0.215
C 0.9095 -4.1902 4.2850 0.334 -0.563 -0.697 -0.850
H 1.1318 -3.8490 5.2891 -0.098 0.030 0.037 0.214
H 0.0641 -3.6839 3.8303 -0.097 0.115 0.194 0.213
H 1.7716 -4.0619 3.6330 0.138 0.384 0.096 0.211
H 0.7443 -5.2674 4.2466 -0.277 0.036 0.369 0.212
C -2.8955 1.2157 2.9926 -0.830 0.034 1.225 -0.872
H -1.8771 0.8817 3.1686 0.356 0.355 -1.299 0.224
H -3.4239 1.3351 2.0528 0.921 -0.743 -0.694 0.223
H -3.4174 0.4510 3.5792 -0.539 0.536 0.066 0.212
H -3.0247 2.2183 3.3990 0.095 -0.182 0.698 0.213
C -0.3894 3.3651 -1.7870 -1.387 0.700 -0.529 -0.862
H -0.7307 2.6718 -1.0254 0.264 0.257 0.409 0.215
H 0.6675 3.2995 -2.0031 0.003 -0.195 -0.228 0.217
H -1.0713 3.1944 -2.6234 0.669 -0.617 -0.515 0.216
H -0.6852 4.4073 -1.6197 0.449 -0.143 0.873 0.214